Model w:
A 19-piece molecular cluster, H38O19 overall. Source: the Open Molecules 2025 dataset; level of theory: ωB97M-V with the def2-TZVPD basis set.

Structure (XYZ):
```
57
H38O19 (ωB97M-V with the def2-TZVPD basis set)
O -4.492 0.587 -0.487
H -4.048 1.326 -1.105
H -4.167 0.692 0.383
O 0.101 -2.804 2.573
H -0.659 -2.128 2.561
H 0.199 -3.168 3.372
O -1.389 2.884 1.875
H -1.458 2.078 2.444
H -0.547 3.311 2.423
O -3.166 -2.837 -1.667
H -3.135 -3.504 -2.404
H -2.175 -2.359 -1.898
O -0.807 -1.122 0.687
H -0.092 -1.713 0.376
H -1.312 -1.932 1.091
O 1.353 3.555 -1.769
H 1.288 3.925 -0.905
H 0.734 2.729 -1.784
O 1.067 2.325 -3.887
H 1.377 3.247 -3.349
H 1.111 1.578 -3.399
O -3.033 -3.913 0.615
H -3.367 -3.207 1.133
H -3.684 -3.756 -0.114
O 0.266 -0.869 -3.431
H 0.606 -0.065 -3.833
H -0.367 -0.513 -2.750
O -1.187 1.987 4.407
H -0.399 1.508 4.623
H -1.796 1.163 4.287
O 1.164 -0.898 1.568
H 1.896 -0.975 0.903
H 1.670 -1.044 2.418
O -1.431 1.076 -4.118
H -0.660 0.914 -4.611
H -1.325 1.821 -3.503
O 2.678 3.691 1.313
H 3.351 3.610 0.624
H 2.502 2.834 1.566
O -0.214 2.055 -0.432
H 0.344 2.599 0.221
H 0.366 1.310 -0.551
O 3.533 -3.042 0.309
H 3.951 -3.242 1.283
H 3.075 -3.952 -0.032
O 3.718 1.340 1.862
H 3.486 0.523 2.335
H 4.436 1.068 1.241
O 1.997 -2.808 -1.795
H 1.538 -2.367 -0.995
H 1.246 -3.239 -2.272
O 3.143 0.607 -1.855
H 2.612 1.409 -1.872
H 2.860 0.019 -1.238
O -4.360 -0.696 2.931
H -4.696 -0.384 2.065
H -3.700 -1.239 2.571
```

## Properties
LUMO level in Ha: -0.0310
E_HOMO in eV: -10.8
Charge: 0

***

Model x:
A 19-piece molecular cluster, H38O19 overall. Source: the Open Molecules 2025 dataset; level of theory: ωB97M-V with the def2-TZVPD basis set.

Structure (XYZ):
```
57
H38O19 (ωB97M-V with the def2-TZVPD basis set)
O -1.385 0.316 3.939
H -1.635 0.750 3.046
H -1.132 1.184 4.222
O -0.339 -0.767 -5.041
H -0.843 -0.881 -4.191
H 0.467 -0.252 -4.802
O 2.842 -1.622 3.070
H 1.915 -1.841 3.446
H 3.130 -2.517 2.993
O -4.268 -0.323 -0.370
H -3.398 -0.252 0.021
H -4.659 -1.117 -0.063
O -1.207 -1.542 -0.083
H -0.894 -0.965 0.601
H -0.808 -2.337 0.216
O 0.933 3.362 1.036
H 1.255 2.887 0.209
H 1.530 4.005 1.428
O -2.060 3.210 0.246
H -1.798 4.057 0.625
H -1.101 3.070 -0.087
O -1.036 -4.263 1.566
H -1.363 -4.886 0.881
H -0.342 -4.805 1.961
O -2.784 2.323 -2.117
H -2.410 3.240 -2.201
H -3.313 2.260 -2.901
O 1.823 -3.358 -1.932
H 2.027 -3.316 -2.882
H 1.326 -4.205 -1.781
O 4.184 -2.698 0.997
H 3.728 -3.195 0.311
H 3.312 -2.440 1.553
O -2.372 2.368 2.620
H -2.572 2.086 1.670
H -2.239 3.296 2.882
O 2.129 1.498 -0.061
H 2.688 0.811 0.279
H 2.390 1.550 -1.000
O 0.714 -0.166 2.253
H 0.417 0.767 2.230
H 0.956 -0.092 3.195
O 1.252 -1.086 -1.423
H 1.299 -1.088 -0.477
H 0.459 -0.945 -1.968
O 1.241 1.577 -4.287
H 1.986 1.234 -4.818
H 1.114 0.733 -3.716
O -1.597 -0.696 -2.298
H -2.189 -1.433 -2.052
H -2.151 0.078 -2.168
O 1.935 3.425 -1.926
H 1.002 3.515 -2.253
H 1.939 4.292 -1.509
O 0.167 -1.855 3.831
H -0.388 -1.146 4.204
H 0.126 -1.809 2.880
```

## Properties
LUMO level in Ha: -0.0075
E_HOMO in eV: -9.8
Charge: 0

***

On energetic grounds, model x is preferred over the next structure by 79.6 kcal/mol.

***

Model w:
C3H5ClN4O2 in the gas phase. Source: the Open Molecules 2025 dataset; level of theory: ωB97M-V with the def2-TZVPD basis set.

Structure (XYZ):
```
15
C3H5ClN4O2 (ωB97M-V with the def2-TZVPD basis set)
C -0.388 0.808 0.792
N 0.299 -0.313 0.256
N 0.108 -1.604 0.469
C 0.975 -2.329 -0.161
N 1.756 -1.564 -0.999
Cl 1.995 -2.004 -2.642
C 1.392 -0.097 -0.675
N 2.551 0.504 0.207
O 3.063 1.446 -0.378
O 2.583 0.270 1.394
H -0.804 0.568 1.681
H 0.251 1.738 0.897
H -1.169 1.186 0.137
H 0.751 -3.340 -0.408
H 1.253 0.622 -1.463
```

## Properties
Structure (SMILES): CN1N=CN(Cl)[C@@H]1[N+](=O)[O-]
LUMO level in Ha: -0.0028
E_HOMO in eV: -8.5
Charge: 0

***

Model x:
A 2-piece molecular cluster, C3H5ClN4O2 overall. Source: the Open Molecules 2025 dataset; level of theory: ωB97M-V with the def2-TZVPD basis set.

Structure (XYZ):
```
15
C3H5ClN4O2 (ωB97M-V with the def2-TZVPD basis set)
C 0.179 -0.866 -0.463
C 0.249 1.425 -0.315
C -0.985 -1.237 0.283
N 1.217 -1.093 -0.992
N -0.910 1.887 -0.024
N 1.416 2.069 -0.111
N -1.009 -1.188 1.519
O 1.831 -2.369 -1.030
O -1.982 1.205 0.114
Cl -2.272 -1.798 -0.750
H -0.977 2.848 0.284
H 2.218 1.799 -0.739
H 1.555 1.746 0.888
H 1.391 -3.042 -0.570
H -1.921 -1.386 1.905
```

## Properties
LUMO level (spin up / spin down) in Ha: -0.0305 / -0.0305
E_HOMO (spin up / spin down) in eV: -8.6 / -8.6
Charge: 0

***

On energetic grounds, model w is preferred over the next structure by 44.4 kcal/mol.

***

Model w:
A 2-piece molecular cluster, C19H22NO overall. Source: the Open Molecules 2025 dataset; level of theory: ωB97M-V with the def2-TZVPD basis set.

Structure (XYZ):
```
43
C19H22NO (ωB97M-V with the def2-TZVPD basis set)
C -3.412 3.440 -0.261
N -2.455 2.377 -0.512
C -2.385 1.236 0.220
C -1.324 0.427 -0.262
C -0.898 -0.776 0.294
C 0.072 -1.669 -0.277
C 0.080 -2.065 -1.644
C 1.098 -2.864 -2.150
C 2.152 -3.283 -1.328
C 3.297 -4.053 -1.907
C 2.121 -2.959 0.035
C 1.089 -2.198 0.559
C -0.731 1.170 -1.378
C 0.383 0.983 -2.176
C 0.703 1.941 -3.151
C -0.071 3.104 -3.300
C -1.170 3.342 -2.455
C -1.471 2.370 -1.510
H -3.250 4.237 -0.989
H -4.442 3.067 -0.347
H -3.296 3.843 0.755
H -3.074 1.040 1.035
H -1.368 -1.073 1.234
H -0.716 -1.717 -2.304
H 1.108 -3.151 -3.205
H 3.976 -4.377 -1.116
H 2.954 -4.939 -2.452
H 3.871 -3.449 -2.618
H 2.929 -3.312 0.680
H 1.058 -1.940 1.621
H 0.995 0.097 -2.035
H 1.566 1.777 -3.800
H 0.192 3.825 -4.075
H -1.781 4.240 -2.521
C 0.591 0.208 5.555
C -0.104 -0.044 4.234
O 0.588 0.626 3.189
H 0.092 -0.366 6.339
H 1.641 -0.095 5.515
H 0.544 1.268 5.823
H -0.100 -1.123 4.021
H -1.140 0.323 4.299
H 0.088 0.511 2.366
```

## Properties
LUMO level in Ha: -0.1893
E_HOMO in eV: -11.9
Charge: +1

***

Model x:
A 2-piece molecular cluster, C19H22NO overall. Source: the Open Molecules 2025 dataset; level of theory: ωB97M-V with the def2-TZVPD basis set.

Structure (XYZ):
```
43
C19H22NO (ωB97M-V with the def2-TZVPD basis set)
C -1.876 -0.074 -2.702
C -1.045 0.399 -1.515
N -1.567 -0.093 -0.241
C -0.984 0.415 0.894
C -0.333 1.621 0.873
C -1.026 -0.446 2.133
C -2.008 -0.301 3.127
C -2.035 -1.171 4.218
C -1.055 -2.161 4.356
C -0.044 -2.276 3.395
C -0.029 -1.422 2.294
C -2.212 -1.407 -0.173
C -3.019 -1.701 -1.429
O -2.246 -1.448 -2.604
H -2.772 0.571 -2.786
H -1.278 -0.021 -3.622
H 0.006 0.082 -1.667
H -1.058 1.490 -1.511
H 0.048 1.983 1.825
H -0.431 2.318 0.044
H -2.756 0.489 3.020
H -2.825 -1.076 4.965
H -1.074 -2.840 5.207
H 0.737 -3.033 3.493
H 0.752 -1.504 1.532
H -1.460 -2.208 -0.045
H -2.882 -1.439 0.696
H -3.250 -2.775 -1.476
H -3.951 -1.101 -1.405
C 2.293 1.817 -0.107
C 2.472 2.816 -1.059
C 2.930 2.702 -2.367
C 3.390 1.572 -3.029
C 3.575 0.291 -2.519
C 3.327 -0.169 -1.233
C 2.769 0.512 -0.156
H 1.870 2.141 0.848
H 2.193 3.827 -0.748
H 2.921 3.627 -2.955
H 3.660 1.711 -4.082
H 3.983 -0.445 -3.220
H 3.600 -1.213 -1.043
H 2.690 -0.059 0.774
```

## Properties
LUMO level in Ha: -0.1877
E_HOMO in eV: -10.6
Charge: +1

***

On energetic grounds, model w is preferred over the next structure by 57.4 kcal/mol.